Record 1
{"formula": "C2H10NO", "method": "wB97M-V/def2-TZVPD", "e_lumo_ev": -3.6, "relative_energy_kj_mol": 108.00, "total_charge": 1, "energy_ev": -5766.563, "max_force_ev_per_a": 2.1, "gap_ev": 10.7, "elements": ["C", "N", "H", "H", "H", "H", "H", "H", "C", "O", "H", "H", "H", "H"], "coordinates": [[1.2430, -0.4660, 1.6848], [1.5870, -0.2119, 0.2186], [2.0267, 0.7043, 0.1532], [2.2427, -0.8770, -0.1942], [0.7078, -0.3841, -0.3018], [2.0175, -0.0926, 2.3372], [1.0552, -1.5012, 1.9065], [0.2513, 0.0319, 1.7751], [-2.0509, 0.5991, -0.9861], [-0.9237, 0.0109, -1.5608], [-0.9023, -0.0760, -2.5121], [-3.0140, 0.1669, -1.3051], [-2.0122, 0.4810, 0.1032], [-2.2280, 1.6148, -1.3185]], "nbo_charge": [-0.419, -0.689, 0.448, 0.438, 0.481, 0.243, 0.245, 0.234, -0.256, -0.780, 0.502, 0.188, 0.178, 0.185]}

Record 2
{"formula": "C7H13N", "method": "wB97M-V/def2-TZVPD", "e_lumo_ev": 1.0, "relative_energy_kj_mol": 306.20, "total_charge": 0, "smiles": "CC[C@]1(C(C)C)C=N1", "energy_ev": -8956.759, "max_force_ev_per_a": 3.7, "gap_ev": 10.7, "elements": ["C", "C", "C", "C", "C", "C", "C", "N", "H", "H", "H", "H", "H", "H", "H", "H", "H", "H", "H", "H", "H"], "coordinates": [[-0.3927, 1.7016, 1.7114], [-1.0859, 1.5052, 0.4006], [-0.1350, 0.5672, -0.5003], [0.0507, -0.9524, 0.0601], [-0.6681, -1.8154, -0.9226], [1.4716, -1.3495, 0.3333], [0.7490, 0.9641, -1.5494], [-0.3630, 0.6004, -2.0149], [0.1863, 0.8119, 1.9475], [-1.0135, 2.2361, 2.4944], [0.3757, 2.4893, 1.5485], [-1.2077, 2.4423, -0.1604], [-2.0109, 0.7840, 0.4474], [-0.6169, -0.8638, 0.8875], [-0.1480, -1.9157, -1.8485], [-1.5939, -1.3799, -1.3026], [-0.9500, -2.8148, -0.6253], [1.6036, -2.4004, -0.0178], [1.8604, -1.2515, 1.3724], [2.0746, -0.6696, -0.3912], [1.8137, 1.3109, -1.8703]], "nbo_charge": [-0.627, -0.418, 0.073, -0.270, -0.617, -0.610, 0.022, -0.326, 0.215, 0.221, 0.204, 0.219, 0.206, 0.204, 0.210, 0.225, 0.211, 0.217, 0.222, 0.200, 0.217]}

Record 3
{"formula": "C2H7N4", "method": "wB97M-V/def2-TZVPD", "e_lumo_ev": -4.5, "relative_energy_kj_mol": 653.02, "total_charge": 1, "energy_ev": -8135.479, "max_force_ev_per_a": 4.3, "gap_ev": 9.9, "elements": ["C", "C", "N", "N", "N", "N", "H", "H", "H", "H", "H", "H", "H"], "coordinates": [[0.3020, 1.1700, 0.2990], [1.0323, -1.3339, 0.2065], [1.6011, 0.7686, -0.3666], [1.8656, -0.3980, -0.2190], [-0.5384, 0.0852, 0.5649], [-1.6489, -0.0514, -0.3654], [0.6093, 1.5783, 1.2506], [-0.1311, 2.1207, -0.3648], [0.8051, -2.0626, -0.5436], [1.5140, -1.8305, 0.9807], [-1.2502, -0.2563, -1.2701], [-2.0308, 0.9511, -0.3170], [-2.1301, -0.7411, 0.1450]], "nbo_charge": [-0.221, -0.064, -0.024, -0.051, -0.387, -0.547, 0.257, 0.224, 0.230, 0.242, 0.426, 0.455, 0.460]}

Record 4
{"formula": "C56H54CaN2O5P3S", "method": "wB97M-V/def2-TZVPD", "e_lumo_ev": -1.8, "total_charge": 1, "energy_ev": -129304.082, "max_force_ev_per_a": 1.0, "gap_ev": 5.9, "elements": ["Ca", "O", "S", "C", "C", "C", "C", "C", "C", "P", "C", "C", "C", "C", "C", "C", "C", "C", "C", "C", "C", "C", "C", "C", "C", "C", "C", "C", "P", "C", "C", "C", "C", "C", "C", "C", "C", "C", "C", "C", "C", "H", "H", "H", "H", "H", "H", "H", "H", "H", "H", "H", "H", "H", "H", "H", "H", "H", "H", "H", "H", "H", "H", "H", "H", "H", "H", "H", "H", "O", "C", "O", "C", "P", "C", "C", "C", "C", "C", "C", "C", "C", "C", "C", "C", "C", "H", "H", "H", "H", "H", "H", "H", "H", "H", "H", "H", "H", "N", "C", "C", "N", "C", "C", "H", "H", "H", "H", "H", "H", "H", "H", "H", "H", "H", "C", "O", "C", "O", "H", "H", "H"], "coordinates": [[-0.7479, 0.7780, -0.0286], [-2.2831, -0.0225, 3.4423], [-1.0475, -0.2560, 2.6554], [0.3097, 0.4344, 3.6187], [-0.0265, 0.8893, 4.8824], [0.9193, 1.5655, 5.6386], [2.1759, 1.8095, 5.1070], [2.5008, 1.3478, 3.8385], [1.5809, 0.6365, 3.0722], [2.0141, -0.0748, 1.4317], [3.5282, 0.8085, 0.9568], [4.7874, 0.4571, 1.4463], [5.9084, 1.1757, 1.0651], [5.7817, 2.2513, 0.1945], [4.5358, 2.6035, -0.2998], [3.4117, 1.8780, 0.0722], [2.6565, -1.7196, 1.9032], [3.1670, -2.5197, 0.8795], [3.7200, -3.7572, 1.1596], [3.7695, -4.2143, 2.4707], [3.2649, -3.4269, 3.4928], [2.7125, -2.1830, 3.2131], [-0.6492, -1.9972, 2.6757], [-0.4323, -2.5761, 3.9192], [-0.0859, -3.9122, 3.9985], [0.0711, -4.6441, 2.8287], [-0.1731, -4.0615, 1.5946], [-0.5763, -2.7301, 1.4872], [-1.1225, -2.0265, -0.1280], [-0.1956, -3.0214, -1.3566], [-0.7480, -4.1552, -1.9474], [-0.0704, -4.8162, -2.9638], [1.1568, -4.3432, -3.4087], [1.7045, -3.1999, -2.8412], [1.0243, -2.5409, -1.8284], [-2.8352, -2.3814, -0.2104], [-3.7159, -1.3653, -0.9605], [-5.0656, -1.9465, -1.3153], [-5.4840, -3.1398, -0.8666], [-4.6933, -3.9746, 0.0003], [-3.4079, -3.5899, 0.2488], [-1.0348, 0.7303, 5.2430], [0.6670, 1.9137, 6.6316], [2.9126, 2.3576, 5.6797], [3.4882, 1.5422, 3.4402], [4.8908, -0.3869, 2.1175], [6.8822, 0.8967, 1.4457], [6.6592, 2.8107, -0.1031], [4.4322, 3.4305, -0.9875], [2.4424, 2.1542, -0.3321], [3.1465, -2.1716, -0.1452], [4.1121, -4.3645, 0.3542], [4.2032, -5.1807, 2.6923], [3.3012, -3.7765, 4.5166], [2.3243, -1.5815, 4.0255], [-0.5246, -1.9758, 4.8167], [0.0836, -4.3748, 4.9616], [0.3733, -5.6824, 2.8774], [-0.0613, -4.6526, 0.6940], [-1.7225, -4.5047, -1.6252], [-0.5068, -5.6984, -3.4147], [1.6778, -4.8552, -4.2072], [2.6519, -2.8151, -3.1996], [1.4308, -1.6220, -1.4166], [-3.2299, -1.0153, -1.8822], [-5.6776, -1.3780, -2.0062], [-6.4572, -3.4946, -1.1887], [-5.0802, -4.9121, 0.3705], [-2.7743, -4.2551, 0.8301], [-1.9370, 4.3496, -1.3218], [-1.1909, 3.3671, -1.4711], [-0.4583, 2.8820, -0.5456], [-1.1772, 2.6674, -2.8284], [-0.0690, 1.1890, -2.8720], [-0.6189, 0.3055, -4.3570], [-1.2140, -0.9419, -4.1901], [-1.6822, -1.6500, -5.2896], [-1.5497, -1.1133, -6.5601], [-0.9496, 0.1293, -6.7357], [-0.4845, 0.8364, -5.6404], [1.5382, 1.8867, -3.3707], [2.4989, 1.0114, -3.8806], [3.7401, 1.4808, -4.2769], [4.0382, 2.8335, -4.1700], [3.0959, 3.7073, -3.6506], [1.8534, 3.2360, -3.2435], [-0.9609, 3.3922, -3.6159], [-2.1939, 2.3090, -3.0107], [-1.2989, -1.3742, -3.2001], [-2.1403, -2.6199, -5.1463], [-1.9093, -1.6637, -7.4197], [-0.8440, 0.5431, -7.7299], [-0.0049, 1.7983, -5.7820], [2.2627, -0.0422, -3.9888], [4.4716, 0.7936, -4.6816], [5.0023, 3.2032, -4.4942], [3.3218, 4.7629, -3.5666], [1.1326, 3.9378, -2.8427], [-2.7078, 5.2342, 1.0437], [-3.4493, 4.2365, 1.8756], [-2.4853, 3.1532, 2.3373], [-1.2990, 3.6628, 3.0029], [-0.6242, 4.6947, 2.2296], [-1.5496, 5.8219, 1.7850], [-3.3421, 5.9742, 0.7507], [-2.3540, 4.7888, 0.1237], [-4.2553, 3.8265, 1.2688], [-3.8735, 4.7755, 2.7248], [-2.1763, 2.5840, 1.4596], [-3.0018, 2.4439, 2.9827], [-1.5132, 3.9801, 3.9405], [-0.1891, 4.2306, 1.3422], [0.1905, 5.1157, 2.8182], [-1.0479, 6.5170, 1.1129], [-1.9490, 6.3731, 2.6384], [-5.2477, -0.9699, 1.5440], [-4.4380, 0.0810, 0.9566], [-3.7161, -0.1056, -0.1127], [-2.8915, 0.7963, -0.3678], [-5.3580, -0.6678, 2.5806], [-4.7363, -1.9255, 1.4769], [-6.2085, -1.0151, 1.0419]], "lowdin_charge": [1.045, -0.462, 0.864, -0.384, -0.079, -0.055, -0.055, -0.062, -0.357, 1.086, -0.382, -0.090, -0.065, -0.068, -0.069, -0.090, -0.372, -0.104, -0.064, -0.073, -0.076, -0.087, -0.376, -0.070, -0.062, -0.050, -0.069, -0.334, 0.968, -0.378, -0.081, -0.070, -0.077, -0.083, -0.140, -0.376, -0.236, -0.081, -0.126, -0.139, -0.167, 0.111, 0.112, 0.112, 0.103, 0.111, 0.110, 0.109, 0.098, 0.084, 0.090, 0.110, 0.108, 0.112, 0.106, 0.120, 0.115, 0.116, 0.109, 0.105, 0.108, 0.106, 0.103, 0.068, 0.115, 0.103, 0.105, 0.085, 0.100, 0.009, -0.690, -0.259, -0.236, 1.037, -0.378, -0.096, -0.064, -0.070, -0.071, -0.082, -0.376, -0.095, -0.070, -0.082, -0.086, -0.090, 0.102, 0.105, 0.070, 0.110, 0.108, 0.108, 0.112, 0.102, 0.108, 0.108, 0.108, 0.100, 0.034, -0.091, -0.199, -0.031, -0.188, -0.104, 0.174, 0.100, 0.138, 0.132, 0.080, 0.122, 0.119, 0.100, 0.128, 0.135, 0.130, 0.011, 0.013, -0.444, -0.157, 0.098, 0.075, 0.099]}

Record 5
{"formula": "C4H12", "method": "wB97M-V/def2-TZVPD", "e_lumo_ev": 1.2, "relative_energy_kj_mol": 32.77, "total_charge": 0, "smiles": "CC.CC", "energy_ev": -4342.189, "max_force_ev_per_a": 2.1, "gap_ev": 12.5, "elements": ["C", "C", "H", "H", "H", "H", "H", "H", "C", "C", "H", "H", "H", "H", "H", "H"], "coordinates": [[1.1456, -0.3465, -1.1010], [2.1572, -1.4643, -1.1240], [0.1091, -0.6685, -1.0858], [1.2847, 0.2905, -0.2169], [1.2933, 0.4464, -1.8404], [1.8606, -2.3238, -0.5313], [2.2609, -1.8643, -2.1372], [3.1346, -1.1472, -0.8798], [-2.1322, 0.7595, 0.4968], [-1.2223, 1.0535, 1.6811], [-2.9422, 1.4798, 0.5919], [-1.6417, 0.8197, -0.4689], [-2.5791, -0.2291, 0.6054], [-0.5770, 1.9155, 1.5133], [-1.6771, 1.0232, 2.6702], [-0.4743, 0.2558, 1.8267]], "nbo_charge": [-0.616, -0.608, 0.206, 0.201, 0.206, 0.206, 0.199, 0.205, -0.609, -0.614, 0.203, 0.208, 0.202, 0.205, 0.209, 0.197]}

Record 6
{"formula": "C3H4N4O", "method": "wB97M-V/def2-TZVPD", "e_lumo_ev": 0.0, "relative_energy_kj_mol": 611.11, "total_charge": 0, "smiles": "[H]/N=C\\n1onc/c1=N/[H]", "energy_ev": -11177.635, "max_force_ev_per_a": 8.6, "gap_ev": 10.0, "elements": ["H", "N", "C", "N", "O", "N", "C", "C", "N", "H", "H", "H"], "coordinates": [[-0.3001, -1.5929, -0.5306], [-1.4645, -1.4815, -0.5766], [-1.5809, -0.3696, -0.1017], [-0.5970, 0.4045, 0.6976], [-0.7040, 1.5950, 0.0506], [0.5865, 2.0459, -0.3441], [1.4837, 1.2055, -0.1491], [0.7544, -0.0206, 0.4264], [1.2079, -1.2616, 0.5171], [0.5782, -1.9044, 0.6846], [-2.6050, 0.1528, -0.3252], [2.6408, 1.2270, -0.3491]], "nbo_charge": [0.330, -0.584, 0.237, -0.187, -0.202, -0.058, -0.046, 0.352, -0.654, 0.340, 0.200, 0.272]}